This record from the Open Molecules 2025 dataset describes the molecule C4H9N3O. The level of theory is ωB97M-V with the def2-TZVPD basis set.

Computed properties:
Gap between HOMO and LUMO (eV): 9.636
Structure (SMILES): CNC/C=N\NC=O
E_tot (eV): -10808.16195
Net charge: 0
HOMO (eV): -8.901

```
17
C4H9N3O (ωB97M-V with the def2-TZVPD basis set)
C 1.574 -1.973 0.297
N 0.681 -0.898 -0.427
C -0.748 -1.081 -0.445
C -1.744 0.210 -0.518
N -1.461 1.441 -0.111
N -0.222 1.711 0.370
C 0.096 3.084 0.637
O 1.049 3.537 1.121
H 1.212 -1.894 1.470
H 1.292 -3.112 0.026
H 2.614 -1.759 0.137
H 1.061 -0.552 -1.284
H -0.850 -1.690 0.533
H -1.181 -1.830 -1.339
H -2.909 0.231 -0.858
H 0.440 0.936 0.145
H -0.902 3.639 0.246
```

This record from the Open Molecules 2025 dataset describes the molecule C3H2S2. The level of theory is ωB97M-V with the def2-TZVPD basis set.

Computed properties:
Gap between HOMO and LUMO (eV): 8.105
Structure (SMILES): C=C=C1SS1
E_tot (eV): -24810.28250
Net charge: 0
HOMO (eV): -8.572

```
7
C3H2S2 (ωB97M-V with the def2-TZVPD basis set)
C -1.427 -0.181 0.697
C -0.106 -0.079 0.404
C 0.941 0.060 -0.291
S 1.867 -0.697 -1.634
S 2.562 1.020 -0.717
H -1.969 0.244 -0.121
H -1.868 -0.366 1.663
```

This record from the Open Molecules 2025 dataset describes a structure of composition C30H42AsN3ORuS4. The level of theory is ωB97M-V with the def2-TZVPD basis set.

Computed properties:
Gap between HOMO and LUMO (spin up / spin down) (eV): 6.985 / 6.168
E_tot (eV): -145065.23041
Net charge: +1
Spin multiplicity: 6
HOMO (spin up / spin down) (eV): -9.480 / -10.366

```
82
C30H42AsN3ORuS4 (ωB97M-V with the def2-TZVPD basis set)
Ru 0.358 -0.842 0.433
S -1.225 -1.999 -1.382
C -2.334 -2.871 -0.363
C -3.224 -3.787 -0.939
C -4.129 -4.481 -0.154
C -4.149 -4.284 1.224
C -3.273 -3.387 1.806
C -2.363 -2.673 1.021
S -1.316 -1.529 1.838
C 1.463 -2.077 4.037
C 2.478 -1.308 3.443
C 3.479 -0.716 4.244
C 4.530 -0.060 3.653
C 4.607 -0.031 2.263
C 3.598 -0.645 1.525
C 3.735 -0.799 0.031
S 2.283 -0.231 -0.926
C 2.280 -1.496 -2.173
C 2.852 -1.226 -3.415
C 2.942 -2.237 -4.361
C 2.476 -3.509 -4.048
C 1.910 -3.770 -2.807
C 1.789 -2.759 -1.852
S 1.004 -3.100 -0.308
N 2.526 -1.204 2.075
H -3.187 -3.945 -2.011
H -4.812 -5.184 -0.613
H -4.853 -4.830 1.844
H -3.281 -3.231 2.883
H 0.753 -2.613 3.427
H 1.411 -2.183 5.119
H 3.409 -0.811 5.325
H 5.301 0.409 4.257
H 5.450 0.428 1.755
H 3.833 -1.857 -0.204
H 4.605 -0.270 -0.346
H 3.232 -0.229 -3.628
H 3.383 -2.036 -5.331
H 2.546 -4.307 -4.783
H 1.531 -4.760 -2.571
C 0.228 1.141 4.426
C 1.078 1.690 3.271
As 0.298 1.420 1.511
C 1.382 2.691 0.512
C 1.179 4.153 0.893
C -1.375 2.409 1.708
C -2.550 1.663 2.337
H 0.793 1.164 5.361
H -0.083 0.109 4.252
H -0.671 1.737 4.576
H 2.064 1.235 3.252
H 1.219 2.760 3.366
H 1.156 2.526 -0.534
H 2.417 2.392 0.672
H 0.142 4.468 0.760
H 1.798 4.787 0.254
H 1.463 4.360 1.926
H -1.622 2.758 0.705
H -1.109 3.275 2.308
H -2.830 0.797 1.753
H -3.415 2.328 2.401
H -2.327 1.312 3.344
C -3.533 0.599 -1.238
N -2.865 1.489 -2.182
C -3.628 2.669 -2.594
C -1.487 1.454 -2.283
O -0.779 1.029 -1.346
N -0.993 1.857 -3.495
C -1.786 1.865 -4.723
C 0.423 2.122 -3.696
H -4.244 -0.044 -1.760
H -4.081 1.174 -0.490
H -2.800 -0.027 -0.738
H -4.038 3.168 -1.714
H -4.464 2.406 -3.247
H -2.993 3.379 -3.117
H -2.752 1.408 -4.559
H -1.264 1.287 -5.485
H -1.930 2.877 -5.106
H 0.983 1.790 -2.840
H 0.611 3.188 -3.856
H 0.770 1.577 -4.578
```